No. 1
Below is an isolated ion of composition CH3ClO2PS and charge -1 at a distorted geometry, with properties calculated with wB97M-V/def2-TZVPD.

Its HOMO energy (spin up / spin down) is -0.287 / -5.164 eV. For the gap between HOMO and LUMO (spin up / spin down), the calculation gives 3.9 / 6.7 eV.

The geometry in ORCA input format:
```
! RIJCOSX wB97M-V def2-TZVPD def2/J DEFGRID3
* xyz -1 3
C 0.89392 0.20293 -0.38535
O 1.87914 -0.43409 0.42432
O -1.05065 -0.27868 1.44694
P -1.98024 -0.54646 0.30641
S -0.32337 -0.92256 -1.14785
Cl -2.62439 1.46822 -0.53063
H 1.39103 0.80967 -1.19182
H 1.44947 -1.17805 0.92889
H 0.36509 0.87902 0.14908
*
```

Atom charges from the Mulliken analysis, given in e for atoms 1 to 2:
1. C -0.439
2. O -0.533

=====

No. 2
Below is one molecule with the formula CH3ClO2S at a distorted geometry, with properties calculated with wB97M-V/def2-TZVPD.

Its HOMO energy is -9.442 eV. For the gap between HOMO and LUMO, the calculation gives 9.4 eV.

The geometry in ORCA input format:
```
! RIJCOSX wB97M-V def2-TZVPD def2/J DEFGRID3
* xyz 0 1
O 0.38655 0.39515 1.10662
C -0.14105 -0.11640 -0.08774
O -1.23647 0.68938 -0.55621
S -2.79132 0.57915 0.45960
Cl -3.79719 -0.68857 -0.69491
H 0.45653 1.43004 0.96578
H -0.39748 -1.07960 0.14655
H 0.40164 -0.16526 -1.00277
*
```

Atom charges from the Mulliken analysis, given in e for atoms 1 to 2:
1. O -0.508
2. C -0.064

=====

No. 3
Below is one molecule with the formula CH3ClO2S at a distorted geometry, with properties calculated with wB97M-V/def2-TZVPD.

Its HOMO energy is -10.000 eV. For the gap between HOMO and LUMO, the calculation gives 10.1 eV.

The geometry in ORCA input format:
```
! RIJCOSX wB97M-V def2-TZVPD def2/J DEFGRID3
* xyz 0 1
C -0.43200 -0.09866 0.54468
O 1.36818 0.00105 -1.00728
O 0.40462 -0.88451 1.31450
S 0.60066 1.10675 -0.45126
Cl -0.62310 1.46485 -2.00712
H -1.05362 -0.65523 -0.29270
H -1.22242 0.26373 1.24040
H 0.95768 -1.19797 0.65878
*
```

Atom charges from the Mulliken analysis, given in e for atoms 1 to 2:
1. C -0.348
2. O -0.575

=====

Calculated ΔE to the lowest compared entry with this formula, charge and spin (kJ/mol), listed in the same order as above: 146.9, 212.4, 191.6